A molecular structure, C22H25FN6O3 at a distorted geometry. Source: OMol25; level of theory: wB97M-V/def2-TZVPD.

Values from the calculation:
Energy above the lowest of the compared OMol25 structures with the same formula, charge and spin (kJ/mol): 2232.9
Gap between HOMO and LUMO (eV): 8.65
E_LUMO (Ha): -0.002
Largest force on an atom (eV/A): 15.85
Energy (eV): -40996.9261

Cartesian coordinates (Å):
O (0.86169, 0.19270, -2.35953)
C (0.24142, 1.03020, -1.94608)
N (-0.91858, 0.78730, -1.37742)
C (-1.98363, 1.56699, -0.77201)
H (-1.50799, 2.28549, -0.46592)
C (-2.86337, 0.80578, 0.41625)
H (-3.58873, 1.46634, 0.99934)
H (-2.14544, 0.54714, 1.00758)
C (-3.66069, -0.28510, -0.24380)
C (-2.93323, -0.89690, -1.45593)
C (-1.51999, -0.50668, -1.36185)
H (-1.19159, -1.12126, -0.58701)
H (-0.96144, -1.33759, -2.36799)
H (-3.21102, -1.81478, -1.53280)
H (-3.38562, -0.30769, -2.41988)
O (-5.02660, 0.01974, -0.22231)
C (-5.69907, -1.26442, -0.08126)
H (-6.71337, -0.84574, 0.40213)
C (-4.76445, -1.86801, 0.73458)
H (-4.77274, -2.94261, 0.52097)
O (-3.67180, -1.31323, 0.76693)
H (-5.38897, -1.93536, 1.96882)
H (-5.94474, -1.49998, -1.02658)
H (-2.81269, 2.01014, -1.32772)
C (0.47665, 2.67737, -2.21546)
H (-0.30267, 3.18881, -1.95473)
C (1.45804, 2.65456, -0.82398)
C (0.87901, 2.76939, 0.47853)
N (0.18664, 3.45219, 1.41152)
N (-0.13549, 2.84506, 2.47164)
C (0.14557, 1.71597, 2.25313)
C (-0.11038, 0.45882, 3.00872)
C (0.37935, -0.68138, 2.70358)
C (0.97590, -0.94780, 1.38098)
N (1.19534, 0.15532, 0.64616)
N (0.82546, 1.58955, 1.13743)
N (1.37160, -2.02820, 0.74156)
H (1.44332, -2.76455, 1.84452)
C (2.05754, -2.08236, -0.32018)
C (3.32929, -1.36971, -0.15866)
C (3.85078, -0.51820, -0.93424)
C (4.87103, 0.23925, -0.77304)
C (5.81840, -0.33807, -0.04503)
C (5.56991, -1.48595, 0.80113)
C (4.27029, -1.88146, 0.60494)
H (4.28966, -2.83092, 1.32168)
H (6.43419, -1.78907, 1.53436)
F (7.26071, 0.14724, 0.05337)
H (5.30743, 1.08036, -1.76052)
H (2.90780, -0.03452, -1.76125)
H (2.17547, -3.13532, -0.64809)
H (1.52430, -1.55440, -1.15201)
H (0.39470, -1.55982, 3.16199)
H (-0.50554, 0.53364, 4.18201)
H (2.44636, 2.13256, -0.79407)
H (1.78499, 3.98266, -0.68227)
H (0.98700, 2.60656, -2.98226)

Here are the natural (NBO) charges for atoms 1 to 5, given in e:
1 O -0.596
2 C 0.758
3 N -0.490
4 C -0.193
5 H 0.184

=====

A molecular structure, C22H25GaO3 at a distorted geometry. Source: OMol25; level of theory: wB97M-V/def2-TZVPD.

Values from the calculation:
Gap between HOMO and LUMO (alpha / beta) (eV): 1.74 / 6.50
Total charge: -2
E_LUMO (alpha / beta) (Ha): 0.174 / 0.175
Largest force on an atom (eV/A): 4.51
Energy (eV): -81733.5274

Cartesian coordinates (Å):
Ga (-0.03542, 0.41158, 0.32919)
C (1.96035, 1.47727, 1.25488)
C (2.22793, 0.51050, 0.19036)
C (2.47419, 1.25748, -1.00776)
H (2.50121, -0.53964, 0.33729)
C (2.26366, 2.62359, -0.73289)
C (1.96461, 2.75948, 0.64490)
H (1.80698, 3.69727, 1.17984)
H (1.91068, 1.24767, 2.31487)
H (2.87635, 0.83695, -1.93364)
H (2.40213, 3.44496, -1.43816)
C (-1.98073, 1.28534, 0.77728)
C (-1.54444, 2.61024, 1.17408)
C (-1.33689, 3.37401, 0.01905)
H (-1.47671, 2.94635, 2.20932)
C (-1.65215, 2.59424, -1.12948)
C (-2.05548, 1.30241, -0.68138)
H (-2.52865, 0.52323, -1.27642)
H (-2.45230, 0.53647, 1.41072)
H (-1.03970, 4.42811, -0.01166)
H (-1.69478, 2.94974, -2.15169)
O (0.06881, -0.37589, -1.26944)
C (-0.18058, 0.37043, -3.87948)
C (0.52921, -0.97964, -3.78804)
C (0.60668, 1.58351, -3.81635)
C (-1.62249, 0.34328, -3.93744)
C (0.58374, -1.34063, -2.26683)
H (1.54853, -0.96270, -4.24254)
H (-0.03232, -1.75360, -4.36635)
H (-0.03745, -2.20295, -2.03125)
H (1.60331, -1.47163, -1.91560)
H (0.48812, 1.97291, -4.83975)
H (1.66370, 1.44202, -3.53034)
H (0.23436, 2.32341, -3.08265)
H (-1.79300, 0.31127, -5.01895)
H (-2.06445, 1.22549, -3.46560)
H (-2.09938, -0.51113, -3.43672)
O (-0.17454, 0.09366, 2.74342)
C (-0.18390, -1.08465, 2.31925)
O (-0.13943, -1.36175, 1.04247)
C (-0.24701, -2.22803, 3.24417)
C (-0.06826, -3.54183, 2.80215)
C (-0.13282, -4.59457, 3.71404)
C (-0.38594, -4.33731, 5.07335)
C (-0.56724, -3.01345, 5.51136)
C (-0.49241, -1.96143, 4.59745)
H (0.11984, -3.71692, 1.74332)
H (0.01225, -5.61719, 3.36912)
H (-0.44253, -5.15784, 5.78453)
H (-0.76513, -2.80340, 6.55951)
H (-0.62047, -0.92669, 4.90446)

Here are the natural (NBO) charges for atoms 1 to 5, given in e:
1 Ga 1.836
2 C -0.385
3 C -0.442
4 C -0.306
5 H 0.234

=====

A gas-phase ion, C22H25N2O2 (charge +1). Source: OMol25; level of theory: wB97M-V/def2-TZVPD.

Values from the calculation:
Energy above the lowest of the compared OMol25 structures with the same formula, charge and spin (kJ/mol): 0.0
Gap between HOMO and LUMO (eV): 8.48
Total charge: +1
E_LUMO (Ha): -0.106
Largest force on an atom (eV/A): 0.73
Energy (eV): -30288.4728
SMILES: CCOc1cccc(C[NH2+]Cc2cccnc2)c1OCc1ccccc1

Cartesian coordinates (Å):
C (2.51936, -3.01287, -0.24870)
C (1.86850, -1.92966, -1.09927)
H (1.24611, -2.36168, -1.89065)
H (2.63700, -1.30480, -1.56068)
O (1.11509, -1.01146, -0.32260)
C (-0.11607, -1.31725, 0.11753)
C (-0.82172, -2.48298, -0.17446)
C (-2.11435, -2.66473, 0.27923)
C (-2.74162, -1.68498, 1.02334)
C (-2.05708, -0.52089, 1.34460)
C (-0.74270, -0.33946, 0.91425)
O (-0.13282, 0.86389, 1.23754)
C (1.15770, 0.81801, 1.86873)
C (2.33650, 0.97251, 0.94319)
C (2.25418, 1.73322, -0.21337)
C (3.35687, 1.86888, -1.03791)
C (4.55466, 1.26114, -0.70403)
C (4.64542, 0.51177, 0.45721)
C (3.54016, 0.36457, 1.27567)
H (3.61256, -0.22377, 2.17972)
H (5.57742, 0.03696, 0.72422)
H (5.41576, 1.36997, -1.34545)
H (3.27705, 2.45278, -1.94200)
H (1.32050, 2.19694, -0.48797)
H (1.14168, 1.65887, 2.57505)
H (1.24649, -0.10970, 2.44229)
C (-2.71799, 0.55608, 2.16450)
N (-2.53492, 1.89174, 1.53008)
H (-2.78983, 2.62714, 2.19387)
C (-3.28150, 2.08416, 0.25140)
C (-2.55824, 1.42566, -0.89022)
C (-3.03646, 0.28289, -1.51990)
C (-2.27659, -0.29337, -2.52319)
C (-1.06352, 0.29601, -2.85477)
N (-0.61930, 1.39971, -2.28249)
C (-1.34854, 1.95298, -1.33702)
H (-0.95413, 2.87170, -0.91861)
H (-0.42454, -0.12200, -3.61982)
H (-2.61824, -1.17833, -3.03449)
H (-3.98408, -0.14784, -1.23217)
H (-3.36001, 3.15830, 0.06579)
H (-4.28671, 1.67260, 0.36441)
H (-1.50093, 1.91994, 1.33729)
H (-2.26156, 0.59718, 3.15841)
H (-3.78295, 0.34716, 2.28061)
H (-3.75378, -1.82545, 1.36774)
H (-2.63728, -3.57647, 0.03955)
H (-0.36430, -3.25387, -0.77169)
H (3.11721, -3.66033, -0.88289)
H (1.77376, -3.61593, 0.26458)
H (3.16777, -2.55498, 0.49358)

Here are the natural (NBO) charges for atoms 1 to 5, given in e:
1 C -0.639
2 C -0.064
3 H 0.175
4 H 0.215
5 O -0.499

=====

A single C22H25N3O4 molecule. Source: OMol25; level of theory: wB97M-V/def2-TZVPD.

Values from the calculation:
Energy above the lowest of the compared OMol25 structures with the same formula, charge and spin (kJ/mol): 78.7
Gap between HOMO and LUMO (eV): 8.70
E_LUMO (Ha): 0.025
Largest force on an atom (eV/A): 0.58
Energy (eV): -35881.4123
SMILES: COCCNC(=O)[C@@H](Cc1c[nH]c2ccccc12)NC(=O)OCc1ccccc1

Cartesian coordinates (Å):
C (1.03009, -6.44058, -1.38866)
O (1.51223, -5.20778, -1.86789)
C (1.34211, -4.13003, -0.98271)
C (-0.11968, -3.66597, -0.84752)
N (-0.19878, -2.44332, -0.08893)
C (-0.70516, -2.39738, 1.14953)
O (-1.16934, -3.35294, 1.74058)
C (-0.63019, -1.01822, 1.83159)
N (-1.14770, 0.07940, 1.02617)
C (-0.52860, 0.66573, -0.01834)
O (0.39684, 0.19819, -0.65142)
O (-1.10613, 1.84862, -0.28920)
C (-0.62032, 2.55520, -1.43852)
C (-1.35932, 2.13189, -2.68072)
C (-2.52942, 2.77862, -3.05671)
C (-3.22818, 2.36409, -4.17675)
C (-2.76659, 1.29539, -4.92650)
C (-1.60454, 0.64217, -4.55262)
C (-0.90285, 1.05804, -3.43477)
H (0.00064, 0.54704, -3.13760)
H (-1.24228, -0.19287, -5.13386)
H (-3.31259, 0.97202, -5.80046)
H (-4.13507, 2.87538, -4.46457)
H (-2.89117, 3.61019, -2.46937)
H (-0.79281, 3.60915, -1.21204)
H (0.45207, 2.36370, -1.54165)
H (-1.87620, 0.63884, 1.44116)
H (-1.27519, -1.08610, 2.71219)
C (0.81571, -0.75102, 2.30420)
C (0.87962, 0.51903, 3.08841)
C (0.44288, 0.70897, 4.36814)
N (0.59186, 2.02032, 4.72920)
C (1.13077, 2.71003, 3.68214)
C (1.45948, 4.05448, 3.56223)
C (1.99571, 4.47503, 2.36500)
C (2.21303, 3.57979, 1.31348)
C (1.89495, 2.24586, 1.42788)
C (1.33050, 1.79320, 2.62124)
H (2.08065, 1.56293, 0.61325)
H (2.64626, 3.94966, 0.39544)
H (2.26063, 5.51395, 2.23500)
H (1.30069, 4.74187, 4.38041)
H (0.36092, 2.40760, 5.62788)
H (0.03690, -0.00689, 5.05745)
H (1.12801, -1.59793, 2.91828)
H (1.47240, -0.68584, 1.43715)
H (0.20260, -1.59858, -0.48831)
H (-0.53881, -3.51080, -1.84655)
H (-0.71272, -4.41287, -0.31459)
H (1.73495, -4.38100, 0.01417)
H (1.93890, -3.31544, -1.40337)
H (-0.06325, -6.46225, -1.33760)
H (1.36958, -7.19511, -2.09598)
H (1.43592, -6.66345, -0.39498)

Here are the natural (NBO) charges for atoms 1 to 5, given in e:
1 C -0.251
2 O -0.534
3 C -0.062
4 C -0.258
5 N -0.635